Entry from the Open Molecules 2025 dataset: C37H45AsN8OSTi as an isolated structure (wB97M-V/def2-TZVPD).

The geometry in XYZ format:
```
94
Properties=species:S:1:pos:R:3:mulliken_charge:R:1
Ti -0.8745 1.2518 1.3742 -1.135
C -4.1597 -3.0347 -0.4620 -0.728
C -4.1757 -2.1292 -1.5125 -0.877
C -3.4100 -0.9728 -1.4829 -0.927
C -2.5818 -0.6811 -0.3890 1.046
C -2.6254 -1.5797 0.6889 0.160
C -3.3847 -2.7339 0.6515 -0.927
N -1.8104 0.4661 -0.2462 1.356
C -1.7767 1.4818 -1.2090 0.708
C -1.7361 1.3340 -2.6021 -0.415
C -1.8341 2.4430 -3.4270 -1.124
C -1.9623 3.7263 -2.8961 -0.700
C -1.9140 3.9082 -1.5251 -0.486
C -1.7656 2.8050 -0.6908 -0.623
N -1.6349 2.8497 0.6954 2.008
N -2.4839 3.6681 1.4291 -1.380
C -2.9383 2.9586 2.4402 0.348
C -3.8003 3.5318 3.4300 -0.988
C -4.2844 2.7484 4.4232 -0.136
C -3.9235 1.3747 4.4978 -1.035
C -3.0620 0.8864 3.5680 -0.209
N -2.5563 1.6320 2.5512 0.558
H -4.7580 -3.9350 -0.4967 0.380
H -4.8042 -2.3160 -2.3751 0.404
H -3.4895 -0.2809 -2.3054 0.630
H -2.0625 -1.3437 1.5845 -0.087
H -3.3834 -3.3970 1.5086 0.432
H -1.6225 0.3479 -3.0290 0.550
H -1.8257 2.3065 -4.5013 0.413
H -2.0833 4.5764 -3.5552 0.381
H -1.9955 4.8907 -1.0756 0.436
H -4.0478 4.5800 3.3449 0.493
H -4.9439 3.1722 5.1704 0.389
H -4.3003 0.7349 5.2817 0.421
H -2.7259 -0.1444 3.6100 0.348
C 0.4941 -1.8689 1.6023 -0.326
N 0.2860 -0.5390 2.1739 0.494
C 1.0259 -0.2164 3.1866 0.199
C 0.9624 1.0845 3.7395 -0.704
C 1.4834 1.6232 4.9184 -1.034
C 0.9349 2.9019 5.0341 -1.023
C 0.1044 3.0776 3.9213 -0.892
N 0.1329 1.9983 3.1261 1.573
C 1.9062 -2.1700 1.1477 0.771
C 2.7951 -1.1626 0.7901 1.020
C 4.0498 -1.4763 0.2908 -0.478
C 4.4301 -2.8013 0.1271 -0.706
C 3.5468 -3.8125 0.4779 -0.763
C 2.2974 -3.4954 0.9922 -0.663
H -0.1492 -1.9464 0.7257 -0.905
H 0.1705 -2.6408 2.3111 0.400
H 1.7222 -0.9376 3.6198 0.357
H 2.1499 1.1282 5.6071 0.525
H 1.0976 3.6152 5.8256 0.464
H -0.5011 3.9366 3.6657 0.580
H 2.4764 -0.1318 0.8755 -0.360
H 4.7356 -0.6834 0.0160 0.345
H 5.4101 -3.0453 -0.2629 0.459
H 3.8336 -4.8502 0.3627 0.393
H 1.6131 -4.2898 1.2704 0.385
C 1.4637 3.2719 -1.9448 -1.114
As 1.6738 2.9274 -0.0741 1.047
C 1.2334 4.4814 0.9478 -1.212
C 3.5164 2.5114 0.2398 -1.244
O 0.8093 1.5601 0.3352 -0.244
H 2.4223 3.5349 -2.3893 0.548
H 0.7386 4.0680 -2.0940 0.370
H 1.0780 2.3502 -2.3831 0.107
H 1.7552 5.3390 0.5234 0.542
H 1.5412 4.3156 1.9791 0.335
H 0.1542 4.6256 0.9075 0.237
H 4.1411 3.3906 0.0894 0.517
H 3.8075 1.7218 -0.4520 0.245
H 3.6081 2.1575 1.2665 0.360
C -0.6567 -3.7871 -1.6975 -1.037
N 0.3526 -3.6803 -2.7384 0.310
C 0.0962 -4.5277 -3.8938 -1.284
C 1.0859 -2.5383 -2.8529 -0.628
S 0.7441 -1.1662 -1.9691 0.344
N 2.1301 -2.6155 -3.7468 0.185
C 2.8507 -1.3957 -4.0626 -0.952
C 3.0116 -3.7773 -3.6873 -1.186
H -0.9578 -4.8331 -1.6287 0.438
H -1.5344 -3.1693 -1.9061 0.599
H -0.2396 -3.4744 -0.7448 -0.240
H -0.9603 -4.4546 -4.1677 0.389
H 0.3196 -5.5736 -3.6712 0.316
H 0.6929 -4.2068 -4.7424 0.432
H 2.1500 -0.6065 -4.3212 0.349
H 3.5020 -1.5992 -4.9134 0.312
H 3.4564 -1.0539 -3.2160 0.296
H 2.4901 -4.6442 -3.2953 0.416
H 3.8607 -3.5659 -3.0270 0.336
H 3.3921 -4.0098 -4.6829 0.317
```

Calculated values
Energy relative to the best compared isomer or geometry (same formula, charge and spin) ... 83.9 kJ/mol
Highest occupied orbital energy (alpha / beta) ... -6.33 / -6.33 eV
E ... -147858.623 eV
Total charge ... 0